[1]
{"formula": "C6H7NO3", "method": "ωB97M-V with the def2-TZVPD basis set", "multiplicity": 1, "smiles": "C#C[C@](N)(C=O)C=C=O.O", "gap_ev": 9.139, "charge": 0, "de_lowest_kj_mol": 419.00, "homo_ev": -8.827, "species": ["C", "C", "C", "N", "C", "O", "C", "C", "O", "H", "H", "H", "H", "H", "O", "H", "H"], "coordinates": [[0.9432, -3.7931, -2.2086], [0.6349, -2.8056, -1.5826], [0.2067, -1.6271, -0.8197], [1.0619, -1.3651, 0.3108], [-1.3073, -1.7021, -0.5481], [-1.8589, -1.1788, 0.4296], [0.0165, -0.3975, -1.7033], [0.3597, 0.8333, -1.2581], [1.1357, 1.6977, -1.1205], [1.2456, -4.6031, -2.8502], [0.6501, -0.6790, 0.9436], [1.2088, -2.2134, 0.8518], [-1.9097, -2.2559, -1.2931], [-0.2826, -0.4815, -2.7477], [-1.4568, 1.7459, 0.1888], [-0.9576, 2.1016, 0.9387], [-1.8409, 0.7742, 0.4852]], "forces_ev_per_a": [[-0.20, 0.84, 0.21], [0.40, -0.73, -0.59], [-1.20, 0.25, 0.10], [0.11, -0.03, 0.32], [-0.96, 0.12, 2.14], [1.04, -0.71, -1.52], [0.25, 1.11, -0.34], [2.91, -1.12, -1.43], [-2.06, -0.20, 0.54], [-0.15, 0.27, 0.42], [-0.10, -0.17, -0.24], [-0.04, 0.11, -0.15], [0.19, 0.24, -0.07], [-0.08, 0.06, 0.43], [-1.32, -3.19, 1.08], [-0.30, -0.29, -0.06], [1.51, 3.44, -0.82]], "lowdin_charge": [0.149, -0.065, -0.527, 0.108, -0.185, -0.010, -0.039, -0.158, 0.192, 0.039, 0.090, 0.097, 0.141, 0.135, -0.119, 0.042, 0.110]}

***

[2]
{"formula": "C6H7NOS", "method": "ωB97M-V with the def2-TZVPD basis set", "multiplicity": 1, "gap_ev": [6.198, 8.702], "charge": 0, "de_lowest_kj_mol": 352.50, "homo_ev": [-7.891, -9.487], "species": ["C", "C", "C", "C", "C", "C", "N", "O", "S", "H", "H", "H", "H", "H", "H", "H"], "coordinates": [[-2.1782, -0.0087, -0.1991], [-1.4475, -1.2024, -0.4348], [-1.5736, 1.0389, 0.5664], [-0.0865, -1.2319, -0.1754], [-0.2236, 0.8901, 0.9062], [0.5038, -0.2204, 0.5053], [2.5550, -1.6802, -0.1579], [2.5586, 1.8158, -1.0151], [2.3270, -0.3512, 0.6212], [-3.1964, 0.0235, -0.6381], [-1.7016, -2.0498, -1.0752], [-1.9937, 1.9454, 0.7864], [0.6337, -2.0651, -0.4737], [0.3882, 1.6533, 1.4046], [3.4970, -1.8894, -0.4367], [2.4409, 2.7115, -0.8035]], "forces_ev_per_a": [[0.12, -0.66, 0.37], [0.60, 0.89, -1.00], [1.66, -3.28, -1.40], [0.66, -1.92, -0.04], [0.80, 0.37, 0.25], [0.83, 0.20, -0.01], [-0.41, -0.08, -0.35], [0.36, -2.95, -0.82], [-0.59, 1.08, 0.10], [0.70, 0.36, 0.68], [-1.09, 0.47, 0.31], [-1.49, 1.92, 0.42], [-1.64, 0.98, 0.19], [-0.79, 0.10, -0.06], [0.64, 0.23, 0.34], [-0.36, 2.28, 1.00]], "lowdin_charge": [-0.052, -0.076, -0.056, -0.142, -0.103, -0.470, -0.361, -0.151, 0.976, 0.107, 0.106, 0.069, 0.102, 0.110, 0.002, -0.061]}

***

[3]
{"formula": "C6H7NS", "method": "ωB97M-V with the def2-TZVPD basis set", "multiplicity": 1, "smiles": "CC1=C(C)C(=S)C=N1", "gap_ev": 7.266, "charge": 0, "de_lowest_kj_mol": 217.19, "homo_ev": -9.104, "species": ["C", "C", "C", "C", "C", "S", "C", "N", "H", "H", "H", "H", "H", "H", "H"], "coordinates": [[2.7669, 0.3290, -0.1421], [1.3797, -0.0802, 0.1009], [0.2505, 0.6484, 0.0798], [-0.1244, 2.1178, 0.0607], [-0.7678, -0.3380, 0.0994], [-2.4121, -0.1116, -0.0751], [0.0114, -1.6150, 0.0297], [1.3007, -1.5347, 0.0751], [3.2671, -0.4265, -0.8271], [2.7764, 1.3989, -0.4633], [3.5013, 0.3411, 0.6679], [-0.7576, 2.4841, -0.7996], [0.8230, 2.6131, -0.1200], [-0.6258, 2.3660, 1.0021], [-0.5935, -2.6204, -0.1543]], "forces_ev_per_a": [[1.44, 1.17, -0.71], [2.89, 0.65, -0.31], [-1.19, 0.59, 0.30], [0.80, -0.24, -0.95], [-1.99, -0.05, -0.90], [1.95, -0.70, 0.39], [-1.46, -4.51, -0.40], [-3.57, 1.07, 0.16], [-0.84, 1.23, 0.23], [0.26, -0.93, -0.41], [-0.59, -0.30, 0.68], [0.35, -1.05, 0.88], [0.08, 0.76, 0.64], [0.34, 0.28, -0.23], [1.53, 2.04, 0.63]], "lowdin_charge": [-0.037, -0.285, -0.300, -0.055, -0.700, 0.748, -0.164, 0.132, 0.108, 0.086, 0.082, 0.094, 0.058, 0.083, 0.148]}

***

[4]
{"formula": "C6H7NS", "method": "ωB97M-V with the def2-TZVPD basis set", "multiplicity": 1, "gap_ev": 9.113, "charge": 0, "de_lowest_kj_mol": 574.23, "homo_ev": -9.595, "species": ["C", "C", "C", "C", "C", "C", "H", "H", "H", "H", "H", "H", "H", "N", "S"], "coordinates": [[-0.3577, -0.0267, 0.0268], [0.7505, -0.0499, 1.3380], [2.1222, -0.3702, 0.5792], [1.8907, -0.8060, -0.7052], [0.3159, -1.0324, -0.9253], [-0.2590, 1.3681, -0.1803], [-1.9630, -1.0479, -1.4233], [1.2091, 1.0804, 1.6432], [0.6520, -0.5991, 2.4037], [3.1690, 0.2303, 0.9794], [2.4847, -1.1024, -1.5449], [0.1145, -2.1700, -0.6491], [0.2575, -0.7081, -1.9523], [0.1085, 2.4750, -0.6132], [-2.0911, -0.4691, 0.2522]], "forces_ev_per_a": [[1.50, -1.73, 3.47], [3.37, 1.74, 1.42], [0.78, 1.25, -1.34], [-2.00, 0.04, 3.09], [3.19, -0.63, 1.01], [3.32, 8.72, -5.31], [-0.92, 1.29, 3.91], [-2.53, -2.55, -0.51], [-0.38, 0.85, -2.83], [-3.06, -2.40, -1.10], [0.82, 0.31, 0.05], [-0.23, 2.61, -0.88], [-1.10, -0.48, -0.55], [-2.89, -7.31, 3.30], [0.12, -1.71, -3.73]], "lowdin_charge": [-0.862, -0.134, -0.139, -0.093, -0.235, -0.297, 0.108, 0.146, 0.136, 0.165, 0.082, 0.156, 0.095, 0.162, 0.710]}

***

[5]
{"formula": "C6H7NS", "method": "ωB97M-V with the def2-TZVPD basis set", "multiplicity": 1, "smiles": "C[C@@H]1SC=C[C@H]1C#N", "gap_ev": 9.413, "charge": 0, "de_lowest_kj_mol": 121.26, "homo_ev": -8.664, "species": ["C", "C", "S", "C", "C", "C", "C", "N", "H", "H", "H", "H", "H", "H", "H"], "coordinates": [[-1.0610, -0.9410, 0.7267], [0.0403, 0.0524, 0.9779], [-0.5204, 1.7780, 0.8699], [0.3110, 2.1223, -0.6263], [1.1175, 1.1973, -1.1260], [1.2960, -0.0637, -0.3566], [2.5620, -0.1231, 0.3061], [3.5594, -0.1422, 0.8671], [-1.5690, -0.7268, -0.2141], [-1.7962, -0.8817, 1.5289], [-0.6605, -1.9542, 0.6978], [0.5668, -0.1110, 1.9130], [0.1148, 3.0852, -1.0588], [1.6691, 1.3319, -2.0418], [1.0772, -0.9774, -0.9065]], "forces_ev_per_a": [[-0.06, 0.01, 0.01], [2.04, 0.02, -2.42], [0.02, -0.09, 0.18], [-0.04, -0.31, 0.17], [-0.08, 0.13, -0.26], [-2.83, 0.31, 2.37], [0.34, -0.18, 0.02], [0.50, -0.03, 0.27], [0.02, -0.02, 0.00], [-0.08, -0.06, 0.00], [-0.02, -0.07, 0.02], [0.03, -0.02, -0.01], [0.04, 0.21, -0.21], [0.05, 0.12, -0.15], [0.05, -0.02, 0.00]], "lowdin_charge": [-0.148, -0.504, 0.911, -0.416, -0.174, -0.228, -0.235, 0.162, 0.082, 0.076, 0.080, 0.085, 0.066, 0.110, 0.132]}

***

[6]
{"formula": "C6H7NS", "method": "ωB97M-V with the def2-TZVPD basis set", "s_squared": 2.0057, "multiplicity": 3, "gap_ev": [5.585, 4.996], "charge": 0, "de_lowest_kj_mol": 132.96, "homo_ev": [-4.917, -8.618], "species": ["C", "C", "C", "C", "C", "C", "N", "S", "H", "H", "H", "H", "H", "H", "H"], "coordinates": [[0.2284, 2.4748, -1.1345], [1.4528, -1.1766, -0.5586], [0.5631, -2.0205, -1.1388], [0.8622, -0.2194, 0.3316], [-0.5035, -0.5061, 0.5494], [-1.5505, 0.1661, 1.4361], [-0.1955, 3.5159, -0.9995], [-0.9825, -1.7653, -0.4823], [2.4730, -1.0793, -0.8927], [0.7072, -2.7222, -1.9284], [1.4823, 0.5783, 0.8976], [0.7585, 1.5408, -1.0563], [-0.9897, 0.9497, 2.0180], [-2.0510, -0.4514, 2.2064], [-2.2548, 0.7153, 0.7518]], "forces_ev_per_a": [[1.11, -1.53, 0.27], [1.05, 1.40, -0.29], [0.18, -1.16, -0.75], [0.50, 0.79, 1.78], [0.10, 1.65, 1.82], [1.24, 1.25, -0.54], [-0.90, 1.65, -0.04], [-1.59, -1.02, -0.55], [0.22, -0.18, 0.11], [0.12, -0.23, -0.20], [-1.28, -1.53, -1.01], [-0.30, 0.00, -0.36], [-0.63, -0.57, -0.54], [0.06, 0.00, -0.73], [0.11, -0.53, 1.02]], "lowdin_charge": [-0.091, -0.199, -0.446, -0.192, -0.640, -0.134, 0.059, 1.090, 0.108, 0.048, 0.146, 0.023, 0.083, 0.067, 0.077]}

***

[7]
{"formula": "C6H7NaO4Tl", "method": "ωB97M-V with the def2-TZVPD basis set", "multiplicity": 1, "gap_ev": 7.458, "charge": 1, "homo_ev": -11.745, "species": ["C", "C", "C", "C", "O", "Na", "H", "H", "H", "H", "C", "O", "C", "O", "H", "H", "H", "O", "Tl"], "coordinates": [[0.5260, -0.0119, -1.6637], [-0.0731, 0.7890, -0.9671], [-0.9506, 1.7368, -0.2881], [-2.2297, 1.0561, 0.2570], [-1.9909, 0.3208, 1.4006], [-3.1970, 0.7671, 3.1066], [-1.2158, 2.5449, -0.9863], [-0.3962, 2.1820, 0.5523], [-2.6501, 0.4336, -0.5593], [-2.9587, 1.8788, 0.4141], [2.7083, -1.2551, 1.9334], [2.3200, -1.5328, -1.7299], [1.3607, -1.0303, -2.2756], [1.0153, -1.4167, -3.4986], [3.5785, -1.8167, 2.3172], [2.8813, -0.5255, 1.1203], [0.1848, -1.9126, -3.5048], [1.6600, -1.2109, 2.5550], [-0.5727, -0.9966, 1.8167]], "forces_ev_per_a": [[-0.49, 0.92, 1.44], [0.44, -1.05, -1.21], [0.11, 0.19, 0.19], [-0.35, 0.99, -1.36], [-3.28, 3.29, -0.38], [-0.21, 0.04, 0.10], [0.07, -0.24, 0.17], [-0.24, 0.06, -0.17], [0.11, 0.16, 0.38], [0.16, -0.29, 0.08], [0.22, 1.37, 0.96], [-0.85, 1.04, -0.06], [1.27, -1.01, 1.10], [-0.42, -0.35, -1.05], [-0.37, -0.34, -0.37], [-0.01, -0.60, -0.23], [-0.08, 0.31, -0.12], [2.16, -0.24, 0.03], [1.77, -4.28, 0.49]], "lowdin_charge": [0.109, -0.023, -0.172, -0.358, -0.638, 0.758, 0.137, 0.126, 0.132, 0.117, -0.064, 0.135, -0.541, 0.121, 0.110, 0.099, 0.138, -0.275, 1.090]}

***

[8]
{"formula": "C6H7O3", "method": "ωB97M-V with the def2-TZVPD basis set", "multiplicity": 1, "smiles": "C=CC(O)(C=C)C(=O)[O-]", "gap_ev": 8.390, "charge": -1, "de_lowest_kj_mol": 15.85, "homo_ev": -4.385, "species": ["C", "C", "C", "O", "C", "C", "C", "O", "O", "H", "H", "H", "H", "H", "H", "H"], "coordinates": [[-1.8325, 1.1989, 0.2175], [-0.7556, 0.5466, -0.2344], [0.4239, 0.2698, 0.6057], [0.1418, 0.2104, 1.9642], [1.1253, -0.9960, 0.2096], [1.1740, -1.3635, -1.0754], [1.4651, 1.4958, 0.4050], [1.9689, 1.7294, -0.6860], [1.7822, 1.9511, 1.5269], [-2.5907, 1.5029, -0.4677], [-1.9003, 1.3635, 1.2359], [-0.6899, 0.4172, -1.3143], [0.8471, 0.7992, 2.2674], [1.1270, -1.6565, 1.0697], [1.5586, -2.2254, -1.5428], [0.7479, -0.6315, -1.7004]], "forces_ev_per_a": [[1.07, -1.22, -1.54], [-1.27, 1.42, -0.36], [0.91, 0.13, -0.74], [-1.07, -0.67, 0.14], [-1.56, -1.13, -0.82], [0.11, 0.79, 1.46], [0.89, -0.82, 0.84], [-0.56, 0.08, -0.86], [0.05, 0.59, 0.40], [-0.57, 0.17, -0.21], [-0.39, 0.57, 1.89], [0.18, -0.12, 0.32], [0.48, 0.96, 0.76], [1.12, -0.22, -0.04], [0.43, -1.11, 0.01], [0.17, 0.59, -1.25]], "lowdin_charge": [0.025, -0.101, -0.503, -0.037, -0.075, 0.016, -0.637, -0.007, -0.040, 0.033, 0.028, 0.096, 0.047, 0.106, 0.029, 0.022]}

***

no.,E (eV)
1,-13963.61882
2,-20703.66820
3,-18658.49801
4,-18654.79752
5,-18659.49221
6,-18654.65797
7,-23626.16615
8,-12477.91553